{"formula": "C6H10N2O", "method": "ωB97M-V/def2-TZVPD", "smiles": "C=C(C)NC(=O)C(=C)N", "e_homo_ev": -8.30, "orbital_gap_ha": 0.334, "relative_energy_kcal_mol": 39.5, "elements": ["C", "N", "C", "C", "C", "N", "C", "C", "O", "H", "H", "H", "H", "H", "H", "H", "H", "H", "H"], "coordinates": [[0.65972, 1.25142, -1.03133], [-1.51763, 0.12559, -0.11928], [-1.16829, -0.35855, 1.09855], [0.35243, -0.48076, 1.29850], [-0.45969, 0.25879, -1.15943], [1.03031, -1.57684, 0.78133], [0.84994, 0.29815, 2.27903], [-0.80287, -0.20039, -2.37547], [-1.97260, -0.67288, 1.96581], [-2.46691, -0.13721, -0.36655], [0.66170, -1.88282, -0.11466], [1.96816, -1.70434, 1.14504], [0.45817, 1.97270, -0.23597], [1.61025, 0.73792, -0.86484], [0.79591, 1.81336, -1.96173], [1.81827, 0.09866, 2.72158], [0.23984, 1.05963, 2.75391], [-0.39541, 0.24194, -3.27907], [-1.66130, -0.84437, -2.53543]], "mulliken_charge": [-1.1287, -0.1539, 0.2504, 0.7153, 0.7398, -0.4132, -1.1690, -1.1049, -0.5976, 0.2753, 0.2507, 0.2241, 0.3296, 0.2409, 0.4333, 0.2597, 0.2806, 0.2790, 0.2886]}